[1]
DFT (ωB97M-V with the def2-TZVPD basis set) results for a structure of composition C22H17Cl2N2OPdS3 at a distorted geometry.

Kohn-Sham gap (spin up / spin down) = 5.906 / 6.076 eV
ΔE to the lowest compared entry with this formula, charge and spin = 53.5 kcal per mole

```
! RIJCOSX wB97M-V def2-TZVPD def2/J DEFGRID3
* xyz -1 1
Pd -0.821 1.808 -0.685
C -0.761 1.602 2.599
C -0.550 0.594 1.492
N -1.574 0.336 0.709
N -1.671 -0.834 0.088
C -1.859 -0.952 -1.166
S -1.810 0.300 -2.361
S -2.303 -2.589 -1.684
C -1.188 -2.777 -3.140
C -0.092 -3.740 -2.843
C -0.273 -5.096 -3.090
C 0.740 -6.001 -2.832
C 1.947 -5.559 -2.316
C 2.128 -4.213 -2.045
C 1.114 -3.307 -2.302
C 0.683 -0.192 1.453
C 1.175 -0.827 2.585
C 2.326 -1.582 2.538
C 3.023 -1.687 1.337
C 2.580 -1.056 0.203
C 1.390 -0.277 0.203
O 1.026 0.361 -0.839
H -1.521 1.234 3.287
H -1.121 2.559 2.215
H 0.171 1.764 3.135
H -0.821 -1.772 -3.342
H -1.814 -3.122 -3.962
H -1.218 -5.437 -3.489
H 0.589 -7.052 -3.039
H 2.742 -6.266 -2.123
H 3.066 -3.868 -1.635
H 1.254 -2.259 -2.083
H 0.605 -0.757 3.502
H 2.671 -2.090 3.427
H 3.933 -2.271 1.313
H 3.138 -1.131 -0.720
Cl 0.657 3.627 0.077
C -0.494 4.709 0.785
C -0.080 5.473 1.859
C -0.963 6.345 2.471
C -2.253 6.467 1.974
C -2.652 5.699 0.901
Cl -4.258 5.908 0.313
C -1.810 4.755 0.280
S -2.380 3.728 -0.981
H 0.935 5.360 2.206
H -0.645 6.927 3.321
H -2.961 7.158 2.406
*
```

***

[2]
DFT (ωB97M-V with the def2-TZVPD basis set) results for the molecule C22H17ClN3O3P.

Kohn-Sham gap = 9.293 eV
SMILES = O=C(Nc1ccc(-n2ccnc2[P@](=O)(O)c2ccccc2)cc1)c1ccccc1Cl

```
! RIJCOSX wB97M-V def2-TZVPD def2/J DEFGRID3
* xyz 0 1
O -5.349 -1.618 -0.864
C -4.201 -1.355 -0.581
N -3.235 -2.318 -0.631
C -1.895 -2.248 -0.251
C -1.495 -1.541 0.881
C -0.156 -1.468 1.213
C 0.791 -2.104 0.422
N 2.164 -1.967 0.709
C 2.860 -2.414 1.791
C 4.160 -2.038 1.588
N 4.269 -1.365 0.420
C 3.059 -1.350 -0.099
P 2.674 -0.349 -1.552
O 1.617 -0.827 -2.440
O 4.093 -0.274 -2.275
C 2.368 1.289 -0.811
C 1.118 1.498 -0.245
C 0.837 2.692 0.393
C 1.802 3.685 0.454
C 3.045 3.483 -0.123
C 3.334 2.282 -0.747
C 0.395 -2.854 -0.678
C -0.942 -2.932 -1.005
C -3.783 0.026 -0.187
C -4.474 0.654 0.846
C -4.184 1.956 1.205
C -3.215 2.661 0.509
C -2.542 2.064 -0.542
C -2.820 0.750 -0.888
Cl -1.964 0.052 -2.225
H -3.524 -3.166 -1.106
H -2.228 -1.044 1.496
H 0.160 -0.905 2.079
H 2.389 -2.960 2.583
H 5.016 -2.211 2.209
H 4.813 -0.319 -1.637
H 0.372 0.719 -0.320
H -0.132 2.846 0.845
H 1.584 4.619 0.950
H 3.793 4.261 -0.081
H 4.304 2.121 -1.195
H 1.136 -3.353 -1.282
H -1.252 -3.499 -1.869
H -5.243 0.098 1.362
H -4.721 2.425 2.015
H -2.993 3.684 0.773
H -1.803 2.611 -1.107
*
```

***

[3]
DFT (ωB97M-V with the def2-TZVPD basis set) results for a structure of composition C22H17F4N9O3S3V at a distorted geometry.

Kohn-Sham gap (spin up / spin down) = 5.623 / 5.680 eV
ΔE to the lowest compared entry with this formula, charge and spin = 0.0 kcal per mole

```
! RIJCOSX wB97M-V def2-TZVPD def2/J DEFGRID3
* xyz -2 4
V -1.281 1.676 -1.915
C 2.770 2.767 2.468
O 1.361 2.977 2.379
C 0.876 3.257 1.146
O 1.534 3.477 0.165
N -0.492 3.277 1.219
N -1.257 3.203 0.035
H 3.207 3.571 3.060
H 3.213 2.754 1.475
H 2.929 1.813 2.966
H -0.900 2.908 2.060
H -1.540 4.137 -0.245
H -2.120 2.698 0.225
S -4.525 4.693 -3.187
C -3.369 3.594 -2.723
S -1.717 3.630 -3.250
S -3.716 2.211 -1.698
N -4.158 -0.821 2.485
C -3.116 -0.985 1.587
C -2.857 -0.027 0.596
N -1.886 -0.192 -0.283
C -1.157 -1.310 -0.192
C -1.419 -2.245 0.788
N -2.400 -2.095 1.679
H -4.454 0.128 2.640
H -4.035 -1.355 3.331
H -3.469 0.867 0.510
H -0.345 -1.434 -0.897
H -0.814 -3.140 0.873
F 4.152 -2.693 -0.645
C 3.367 -2.147 0.306
C 3.447 -2.700 1.570
F 4.306 -3.729 1.718
C 2.696 -2.265 2.670
C 1.860 -1.194 2.334
C 1.792 -0.640 1.071
F 0.938 0.403 0.916
C 2.527 -1.082 -0.025
C 2.400 -0.510 -1.372
C 1.474 0.480 -1.667
N 0.714 1.318 -1.952
C 3.100 -0.997 -2.502
N 3.625 -1.358 -3.468
F 1.068 -0.636 3.273
C 2.778 -2.848 3.995
C 3.682 -3.881 4.332
N 4.400 -4.723 4.677
C 1.962 -2.431 5.071
N 1.325 -2.135 5.994
C -0.962 -1.864 -4.232
O -0.966 -0.839 -3.232
C -1.582 0.326 -3.369
C -2.381 0.542 -4.612
H -0.563 -1.488 -5.173
H -1.962 -2.270 -4.381
H -0.303 -2.638 -3.847
H -2.587 -0.340 -5.220
H -1.854 1.288 -5.214
H -3.317 1.021 -4.317
*
```

***

[4]
DFT (ωB97M-V with the def2-TZVPD basis set) results for a structure of composition C22H18Br4FN3O5Tl at a distorted geometry.

Kohn-Sham gap (spin up / spin down) = 6.063 / 3.587 eV
ΔE to the lowest compared entry with this formula, charge and spin = 7.0 kcal per mole

```
! RIJCOSX wB97M-V def2-TZVPD def2/J DEFGRID3
* xyz -1 1
Tl -11.024 15.456 9.907
Br -12.220 14.673 2.570
C -11.804 14.279 4.368
C -10.941 13.130 4.677
Br -11.123 11.581 3.641
C -10.125 13.203 5.790
Br -8.330 12.688 5.814
C -10.621 13.929 6.966
O -9.979 14.022 8.028
C -11.968 14.693 6.794
O -12.682 14.925 7.816
C -12.370 14.947 5.451
Br -13.532 16.361 5.185
C -10.589 14.106 18.014
C -9.981 13.070 17.051
N -10.485 13.267 15.651
C -9.642 13.931 14.783
C -9.896 14.028 13.449
C -8.887 14.819 12.638
O -7.863 15.262 13.209
O -9.038 15.022 11.386
C -11.102 13.446 12.856
O -11.697 13.688 11.753
C -11.861 12.587 13.827
C -12.887 11.738 13.392
C -13.642 10.976 14.316
F -14.643 10.158 13.857
C -13.471 11.063 15.682
C -12.379 11.825 16.150
C -11.529 12.529 15.225
N -14.418 10.444 16.594
C -13.862 9.684 17.695
C -14.761 9.671 18.884
N -16.069 9.051 18.444
C -16.683 9.940 17.427
C -15.783 10.082 16.208
H -9.813 14.461 18.708
H -11.337 13.735 18.738
H -10.979 14.995 17.436
H -10.009 11.976 17.249
H -8.906 13.260 16.884
H -8.685 14.317 15.178
H -13.072 11.631 12.341
H -12.385 12.204 17.194
H -12.836 10.000 17.952
H -13.577 8.675 17.324
H -14.996 10.636 19.251
H -14.341 9.100 19.695
H -16.689 9.007 19.283
H -15.970 8.095 18.042
H -16.983 10.877 17.883
H -17.579 9.384 17.088
H -16.199 10.841 15.536
H -15.696 9.115 15.671
*
```

***

[5]
DFT (ωB97M-V with the def2-TZVPD basis set) results for a structure of composition C22H18CdF9O2 at a distorted geometry.

Kohn-Sham gap (spin up / spin down) = 7.066 / 4.434 eV
ΔE to the lowest compared entry with this formula, charge and spin = 0.0 kcal per mole

```
! RIJCOSX wB97M-V def2-TZVPD def2/J DEFGRID3
* xyz -1 1
C 0.820 -2.089 1.333
C -0.576 -2.185 1.292
C -0.982 -2.477 -0.031
H -1.244 -2.133 2.145
C 0.190 -2.551 -0.845
C 1.333 -2.336 0.013
H 2.384 -2.503 -0.233
H 1.435 -1.955 2.206
H -2.007 -2.678 -0.343
H 0.234 -2.911 -1.869
C -1.162 2.311 0.216
C -1.386 1.844 1.482
C -0.082 1.462 2.116
H -2.304 1.882 2.049
C 0.872 1.477 0.937
C 0.237 2.152 -0.109
H 0.699 2.524 -1.028
H -1.904 2.736 -0.459
H 0.238 2.301 2.747
H 1.942 1.399 1.149
Cd 0.777 -0.187 -0.630
O -0.809 0.268 -2.089
C -1.275 -0.694 -2.987
C -0.219 -1.139 -3.936
H -1.678 -1.587 -2.475
H -2.060 -0.149 -3.535
H 0.293 -2.083 -3.754
H 1.220 -1.999 -5.997
C 0.876 -0.966 -6.114
C 0.172 -0.368 -5.016
C -0.148 1.033 -5.104
H -0.591 1.504 -4.221
C 0.105 1.734 -6.272
H -0.138 2.798 -6.324
C 0.658 1.078 -7.384
H 0.797 1.623 -8.315
C 1.042 -0.272 -7.300
H 1.474 -0.779 -8.165
F 2.292 -0.656 4.578
C 1.536 0.458 4.756
F 1.550 0.782 6.075
F 2.142 1.468 4.069
C 0.061 0.237 4.261
O -0.062 0.197 2.845
C -0.388 -1.159 4.766
F -0.096 -1.389 6.068
F -1.723 -1.333 4.594
F 0.226 -2.136 4.057
C -0.877 1.304 4.917
F -1.190 0.968 6.189
F -0.295 2.543 4.933
F -2.041 1.411 4.216
*
```